Entry 1:
{"formula": "C4H9NO", "method": "ωB97M-V with the def2-TZVPD basis set", "de_lowest_kj_mol": 165.26, "largest_force_ha_per_bohr": 0.047, "e_tot_ha": -287.769509, "homo_ev": -9.23, "smiles": "CCN(C)C=O", "mol_weight_g_mol": 87.12, "elements": ["C", "C", "N", "C", "C", "O", "H", "H", "H", "H", "H", "H", "H", "H", "H"], "positions_angstrom": [[1.888677, 0.039260, 0.050229], [0.732361, 0.456932, -0.826375], [-0.708859, 0.035093, -0.041990], [-1.408845, -1.254352, 0.096610], [-1.126234, 1.124437, 0.602313], [-0.523604, 2.180052, 0.534554], [2.839761, 0.140654, -0.483331], [1.783169, -1.005218, 0.350985], [1.932793, 0.664337, 0.943754], [0.590536, -0.148798, -1.700618], [0.848307, 1.522941, -1.142085], [-0.754619, -2.014065, 0.534607], [-1.763053, -1.612597, -0.873215], [-2.287569, -1.151939, 0.757929], [-2.042816, 1.023270, 1.196636]], "forces_ev_per_a": [[-0.069, -0.179, 0.047], [-1.820, -1.427, 0.599], [1.855, 1.368, -0.805], [0.657, 0.267, -0.389], [0.078, 0.486, 0.115], [-0.356, 0.664, 0.563], [-0.145, 0.042, -0.005], [0.088, 0.059, 0.038], [-0.031, -0.048, -0.062], [0.478, -0.387, -0.555], [-1.045, -0.982, 0.682], [-0.035, 0.052, -0.059], [0.047, -0.007, 0.051], [0.484, 0.255, -0.279], [-0.187, -0.164, 0.059]]}

---

Entry 2:
{"formula": "C2H3NOS2", "method": "ωB97M-V with the def2-TZVPD basis set", "de_lowest_kj_mol": 278.89, "largest_force_ha_per_bohr": 0.044, "e_tot_ha": -1004.281312, "homo_ev": -9.12, "smiles": "O/N=C/SC=S", "mol_weight_g_mol": 121.19, "elements": ["O", "N", "C", "S", "C", "S", "H", "H", "H"], "positions_angstrom": [[1.115349, -2.155971, -1.120785], [1.303080, -0.712703, -0.893940], [0.357851, -0.301077, -0.137236], [0.412851, 1.394987, 0.275921], [-1.228993, 1.551170, 0.855645], [-1.630833, 2.913434, 1.655905], [1.921889, -2.319854, -1.666020], [-0.364018, -1.011799, 0.349436], [-1.887177, 0.641812, 0.681073]], "forces_ev_per_a": [[1.495, 1.695, -0.310], [-1.483, -1.572, 0.211], [0.894, -1.133, -0.249], [-0.835, -0.265, 0.206], [0.001, 0.082, 0.472], [-0.290, -0.821, -0.505], [-0.966, -0.085, 0.573], [0.517, 0.828, -0.629], [0.666, 1.271, 0.231]]}

---

Entry 3:
{"formula": "C6H12O", "method": "ωB97M-V with the def2-TZVPD basis set", "de_lowest_kj_mol": 152.86, "largest_force_ha_per_bohr": 0.007, "e_tot_ha": -311.001052, "homo_ev": -8.78, "smiles": "C=C(C)O.C=CC", "mol_weight_g_mol": 100.16, "elements": ["C", "C", "C", "O", "H", "H", "H", "H", "H", "H", "C", "C", "C", "H", "H", "H", "H", "H", "H"], "positions_angstrom": [[0.894937, 0.954416, 0.282174], [1.704875, 0.035118, 0.804193], [2.881598, -0.578611, 0.113390], [1.553954, -0.479319, 2.062028], [1.024143, 1.307685, -0.731520], [0.043731, 1.350111, 0.828483], [2.986626, -0.197986, -0.904675], [2.768456, -1.665932, 0.070985], [3.799434, -0.366056, 0.671591], [0.830885, -0.007933, 2.498074], [-2.085325, 1.099806, -1.429073], [-2.299697, 0.360443, -0.344994], [-1.919710, -1.083593, -0.198302], [-1.613234, 0.680889, -2.316149], [-2.355170, 2.151940, -1.468490], [-2.766186, 0.825568, 0.525363], [-1.497339, -1.477558, -1.128156], [-2.786310, -1.697067, 0.076126], [-1.165664, -1.211927, 0.588960]], "forces_ev_per_a": [[0.056, -0.082, 0.095], [0.017, 0.146, -0.321], [0.021, -0.037, -0.049], [-0.128, 0.145, 0.141], [0.091, -0.030, 0.089], [0.130, -0.057, -0.003], [-0.046, -0.009, 0.170], [0.002, 0.088, 0.029], [-0.122, -0.022, -0.060], [0.113, -0.126, -0.034], [-0.054, -0.092, 0.121], [0.004, 0.105, -0.137], [0.014, -0.048, -0.053], [-0.067, 0.027, 0.134], [-0.009, -0.169, 0.026], [0.047, -0.050, -0.134], [-0.064, 0.068, 0.122], [0.117, 0.102, -0.034], [-0.124, 0.041, -0.101]]}